11 unconnected molecules or ions with the total composition C49H118N7O13, computed with the ωB97M-V functional and the def2-TZVPD basis.

As for the HOMO energy (spin up / spin down): -0.2504 / -0.3717 Ha. The spin multiplicity is 2. The value obtained for the HOMO-LUMO gap (spin up / spin down) is 2.90 / 5.87 eV. The expectation value of S² is 0.751. The calculated total energy comes out at -89748.8812 eV. The net charge is +2.

```
187
C49H118N7O13 the ωB97M-V functional and the def2-TZVPD basis
C -12.515 -3.509 -2.918
C -12.688 -2.224 -2.137
C -13.996 -1.417 -2.322
N -13.814 0.060 -1.868
C -13.005 0.852 -3.024
C -15.201 0.725 -1.761
C -15.082 1.792 -0.652
C -13.718 1.567 -0.012
C -13.222 0.229 -0.436
H -13.296 -4.256 -2.783
H -11.647 -4.117 -2.664
H -12.386 -3.163 -3.944
H -11.800 -1.645 -2.391
H -12.477 -2.451 -1.092
H -14.818 -1.824 -1.733
H -14.260 -1.323 -3.375
H -13.568 0.642 -3.933
H -12.011 0.423 -3.146
H -12.909 1.934 -2.931
H -15.387 1.180 -2.733
H -15.925 -0.048 -1.501
H -15.218 2.742 -1.168
H -15.883 1.872 0.083
H -13.090 2.425 -0.252
H -13.741 1.583 1.078
H -12.147 0.052 -0.467
H -13.730 -0.573 0.099
C -8.519 -1.413 -10.165
C -10.057 -1.461 -9.958
C -10.506 -2.324 -8.737
N -12.056 -2.259 -8.376
C -12.395 -0.781 -7.973
C -12.512 -3.190 -7.193
C -13.988 -3.406 -7.504
C -14.176 -3.171 -8.985
C -12.888 -2.752 -9.604
H -8.280 -0.988 -11.140
H -8.117 -2.425 -10.198
H -8.125 -0.842 -9.324
H -10.617 -1.832 -10.816
H -10.415 -0.445 -9.789
H -9.999 -1.990 -7.832
H -10.392 -3.391 -8.931
H -11.807 -0.600 -7.073
H -13.434 -0.719 -7.651
H -12.225 -0.105 -8.811
H -12.350 -2.829 -6.177
H -11.957 -4.123 -7.289
H -14.532 -2.756 -6.819
H -14.299 -4.432 -7.306
H -14.819 -2.293 -9.039
H -14.521 -4.005 -9.596
H -13.050 -2.010 -10.386
H -12.360 -3.589 -10.059
C -18.105 -2.983 -9.338
N -18.761 -3.978 -8.356
C -18.273 -5.390 -8.767
C -18.137 -3.650 -6.965
C -20.294 -3.848 -8.451
C -21.101 -4.691 -7.449
O -20.776 -6.015 -7.558
H -18.428 -1.994 -9.015
H -18.554 -3.283 -10.285
H -17.033 -3.110 -9.184
H -17.346 -5.287 -9.332
H -19.015 -5.880 -9.398
H -17.987 -6.086 -7.979
H -18.494 -4.434 -6.297
H -18.499 -2.656 -6.701
H -17.049 -3.657 -7.024
H -20.517 -4.045 -9.499
H -20.494 -2.807 -8.195
H -22.110 -4.472 -7.799
H -21.358 -4.347 -6.447
H -21.581 -6.452 -7.270
C -17.996 -2.644 -0.792
N -19.007 -3.783 -0.735
C -18.581 -4.802 0.329
C -20.338 -3.137 -0.284
C -19.176 -4.549 -2.121
C -19.121 -3.647 -3.411
O -20.067 -2.628 -3.503
H -18.042 -2.145 0.176
H -18.323 -1.963 -1.577
H -17.082 -3.143 -1.113
H -18.694 -4.425 1.346
H -17.613 -5.254 0.113
H -19.355 -5.566 0.264
H -20.960 -3.962 0.065
H -20.671 -2.564 -1.149
H -20.207 -2.486 0.581
H -20.002 -5.257 -2.057
H -18.288 -5.182 -2.115
H -19.182 -4.225 -4.333
H -18.101 -3.263 -3.380
H -19.975 -2.134 -4.321
C -16.371 3.519 -5.132
N -17.240 4.630 -4.444
C -17.151 5.871 -5.317
C -18.740 4.117 -4.392
C -16.573 4.843 -3.071
C -17.421 5.617 -2.086
O -17.470 6.990 -2.378
H -16.512 2.609 -4.547
H -15.312 3.757 -5.231
H -16.770 3.395 -6.138
H -16.119 6.213 -5.393
H -17.780 6.626 -4.846
H -17.506 5.690 -6.332
H -19.142 3.874 -5.376
H -19.306 4.874 -3.850
H -18.975 3.176 -3.894
H -15.629 5.370 -3.213
H -16.271 3.858 -2.713
H -16.926 5.384 -1.143
H -18.402 5.165 -1.938
H -18.397 7.209 -2.258
C -15.357 2.244 -9.489
N -16.415 1.935 -10.602
C -17.579 1.100 -10.093
C -17.008 3.315 -11.204
C -15.688 1.144 -11.732
C -16.517 0.662 -12.890
O -16.913 1.727 -13.715
H -14.378 2.536 -9.871
H -15.156 1.324 -8.941
H -15.772 3.054 -8.889
H -17.257 0.140 -9.689
H -18.285 0.890 -10.897
H -18.021 1.586 -9.224
H -16.246 3.979 -11.613
H -17.571 3.754 -10.381
H -17.777 3.011 -11.915
H -15.215 0.347 -11.158
H -14.928 1.859 -12.045
H -17.320 -0.014 -12.598
H -15.893 -0.019 -13.470
H -16.784 1.499 -14.638
C -10.538 2.945 -7.992
N -11.613 3.633 -7.072
C -12.555 4.500 -8.026
C -12.403 2.561 -6.298
C -10.877 4.641 -6.119
C -9.792 4.026 -5.147
O -8.670 3.541 -5.849
H -9.975 2.234 -7.389
H -9.947 3.768 -8.395
H -10.930 2.381 -8.838
H -13.308 4.930 -7.365
H -12.942 3.808 -8.774
H -11.861 5.209 -8.477
H -11.706 1.909 -5.770
H -13.042 2.037 -7.009
H -13.039 3.041 -5.554
H -11.664 5.220 -5.635
H -10.479 5.507 -6.647
H -10.258 3.346 -4.433
H -9.350 4.879 -4.632
H -7.924 4.004 -5.462
C -16.619 -0.664 -5.088
C -15.924 -0.112 -6.329
O -15.144 0.840 -6.151
O -16.237 -0.680 -7.425
H -16.960 0.113 -4.404
H -15.968 -1.396 -4.609
H -17.632 -1.013 -5.292
C -19.675 0.805 -6.788
C -20.794 -0.099 -6.278
O -21.939 0.393 -6.203
O -20.610 -1.254 -5.862
H -20.107 1.227 -7.696
H -18.877 0.138 -7.115
H -19.431 1.483 -5.971
C -15.600 -4.492 -4.263
C -16.243 -5.805 -4.783
O -17.026 -6.373 -4.000
O -16.020 -6.248 -5.892
H -16.095 -3.749 -4.889
H -14.548 -4.403 -4.534
H -15.798 -4.304 -3.208
C -19.629 0.470 -2.145
C -18.639 1.207 -1.137
O -18.379 0.623 -0.070
O -18.147 2.329 -1.536
H -19.183 -0.356 -2.698
H -20.075 1.238 -2.777
H -20.463 0.047 -1.586
```